Entry 1:
A structure of composition C31H47NO3P2SW in a non-equilibrium geometry, computed with ωB97M-V/def2-TZVPD.

Element x y z (Å)
N  -0.5821  3.5453  1.2384
H  -2.8663  -1.2734  -5.4243
C  -1.8826  3.3749  0.8900
H  1.1835  3.3267  0.3275
H  -1.8115  -0.9030  -3.9442
H  -1.6795  -3.9429  -0.0948
H  1.8914  0.6152  1.5805
H  2.6482  3.7164  -0.6087
H  3.2700  -1.9772  0.7399
H  -2.0045  4.9366  5.1139
C  -4.7803  3.9176  3.3564
P  -1.7295  0.7629  -1.9570
H  -0.6069  0.7772  -7.4334
H  -2.7754  -1.1721  0.4247
H  -1.7231  -0.8447  1.7698
C  1.5488  -3.5879  -1.6945
H  0.7888  3.3056  -3.2551
H  -5.8642  3.7947  3.4776
C  1.6141  -1.3385  -0.4150
H  -2.5100  1.1442  -5.1587
H  2.6756  2.3724  0.5461
H  -4.5100  4.6975  5.3476
H  -3.9964  1.1231  -2.9178
C  0.9453  0.5434  -4.5247
C  3.2037  1.7555  -2.3517
C  0.9174  -2.4166  -1.0493
H  -2.5469  -2.8368  -1.1369
H  0.3353  0.0819  2.1854
H  3.7066  -1.6306  -0.9557
H  -1.0235  -2.0262  -7.2167
H  -1.3397  -3.9518  -1.8227
C  0.2491  2.8557  -2.4115
H  0.8936  -0.7201  -6.6589
O  0.3795  3.2215  3.5727
H  1.3567  -1.5128  -3.7477
C  -1.8711  -0.6078  0.6934
O  0.1873  5.5334  2.6691
H  1.4495  1.3072  -6.5112
C  -2.7698  3.7083  2.0479
H  -2.7824  -1.3773  -2.4724
C  -1.0847  2.2247  -2.9042
C  3.0718  -1.2938  -0.1175
C  -0.4760  -2.2812  -0.7211
C  -0.6539  -1.0426  -0.0675
H  3.4292  2.7384  -2.7943
C  -1.7135  0.5283  -5.6144
H  3.9671  1.5562  -1.5787
C  0.8004  -0.8253  -4.4748
H  3.4321  -0.3095  0.1987
C  -4.1718  3.5719  2.1545
H  -1.0517  -2.8280  -5.6570
W  0.3212  -0.7554  -2.3390
C  0.5925  -1.4466  -5.8804
O  -2.3131  2.9754  -0.2134
H  -1.1007  2.2758  -6.6517
C  0.6589  1.4256  -5.7356
H  1.5548  1.0671  -3.7802
C  -0.7316  1.2606  -6.4426
H  -1.0115  1.9138  -3.9540
H  -3.8221  1.9095  -1.3319
H  0.0101  3.6635  -1.7245
C  0.6390  -0.4649  0.1757
S  -0.2960  4.1715  2.7116
H  1.9058  -4.3066  -0.9337
C  -3.5689  1.0042  -1.9120
H  0.7026  2.4799  -5.3982
H  -4.0980  0.1648  -1.4360
C  -1.5589  -3.2878  -0.9770
H  0.3975  1.4739  1.1372
C  -1.8205  -0.9771  -2.8473
H  3.3427  0.9790  -3.1124
P  1.5096  1.8037  -1.5302
C  -4.0213  4.4200  4.4319
H  -1.8727  3.0063  -2.8650
C  -2.0536  4.1726  3.1180
C  -2.6391  4.5537  4.3238
H  1.2357  -2.3241  -5.9966
H  -2.1093  0.4708  0.6421
C  0.8409  0.4872  1.3000
C  -1.8491  -0.8381  -5.5744
H  -4.7161  3.1912  1.2914
H  -1.1216  -1.9028  -2.6820
H  0.8339  -4.1202  -2.3509
H  2.4127  -3.3162  -2.3110
C  2.0502  2.8911  -0.1920
C  -0.8544  -1.8516  -6.1385

Calculated values
- max |F| (eV/Å) = 5.55
- spin multiplicity = 3
- net charge = +2
- molar mass (g/mol) = 759.6
- HOMO energy (spin up / spin down) (eV) = -12.7 / -12.7

Entry 2:
A cluster of 6 separate species, C31H48BBr2NO21S in total in a non-equilibrium geometry, computed with ωB97M-V/def2-TZVPD.

Element x y z (Å)
O  -3.7018  -2.4718  6.4596
H  -0.0295  -1.8379  -0.9398
H  7.6492  -1.1435  -7.7802
O  1.9669  1.5371  -1.2733
H  -3.9640  -2.3650  3.8523
O  -1.7395  -7.1481  1.7211
C  -1.3756  -0.5142  -2.2493
C  2.3120  0.1497  -1.2521
H  -2.1843  10.2171  1.5803
O  -0.5744  -8.6887  2.8742
O  -2.3721  -3.7748  0.0337
H  6.0326  1.0108  -2.3117
C  -0.7210  -0.9186  -0.8528
H  -5.3930  -5.9265  1.0259
H  -1.7956  -3.4451  4.7186
H  2.9705  4.4366  -3.8882
H  -2.8188  -1.0406  3.5423
C  -2.0618  9.1445  1.7479
H  0.5044  5.6670  -0.0371
H  -1.5174  -5.6182  3.1139
C  5.7315  1.7422  -1.4651
C  -1.6603  -2.6598  5.4697
H  0.4346  4.1099  -2.9168
O  -3.1945  7.1318  2.4721
H  6.4505  0.4171  -6.3911
H  7.1843  -1.7196  -4.3215
C  -3.0327  -5.0066  -0.2362
O  -3.2854  -3.9323  8.1426
C  -3.3873  8.4810  2.0528
H  5.2254  1.1237  -0.6517
H  -1.7958  5.2789  0.7819
C  8.1339  -0.8545  -6.8456
H  -2.8646  -5.6793  0.6095
H  6.7007  2.2320  -1.1016
O  -4.8716  7.9824  3.7055
H  -1.6148  8.7020  0.8534
H  1.2315  -0.5647  -5.5108
H  -1.3771  -8.3554  5.3484
S  1.4439  0.6786  -4.9260
C  -4.4613  -4.5777  -0.3843
C  -1.2334  -8.4153  1.7134
N  -1.6426  5.6590  -0.1591
O  -4.5432  -3.4932  0.5402
C  -1.6641  -6.6995  3.0698
H  -4.6622  -4.1871  -1.3879
C  6.4752  -1.2122  -4.9812
C  -0.4824  -7.4607  3.5947
H  0.3690  -8.2191  5.4199
O  -1.3572  -9.1871  0.8068
O  2.5269  3.6661  -4.3330
C  1.3010  2.0466  -2.4928
C  -0.3285  5.2536  -0.7237
C  -0.6230  0.1750  -3.2285
H  -4.7391  9.9165  2.9527
O  -4.4058  5.7668  3.8167
C  -3.5196  -1.4571  4.2681
H  -6.4773  -5.3095  -0.2058
H  -2.6042  -6.9534  3.5702
C  -0.5373  -7.7060  5.0874
H  -4.0234  8.4737  1.1610
H  4.0573  3.2276  -1.3117
H  -1.5493  -1.2304  -0.1111
C  -5.4568  -5.6622  -0.0332
O  -1.4129  3.0246  -0.4463
H  -0.7317  -2.1244  5.2628
O  8.0455  0.6252  -5.1180
O  3.9594  2.0552  -3.1418
O  -1.6200  -3.2706  6.7536
H  0.7048  3.3777  -0.0716
H  -5.2940  -6.5597  -0.6340
H  -0.6274  -6.7683  5.6407
B  2.6258  2.6059  -3.3234
H  5.3746  3.6418  -2.6135
C  7.1809  -0.2175  -5.8773
O  2.9125  -0.4890  -0.3728
H  -1.4213  3.0655  0.5387
O  9.0822  0.1826  -7.0641
H  -2.6397  -5.4696  -1.1433
O  1.8153  -0.3861  -2.5102
C  -3.2858  -2.9839  0.6593
C  9.1068  0.9236  -5.9203
C  -4.1805  6.8564  3.3727
H  8.6601  -1.7211  -6.4326
H  5.9357  -1.9608  -5.5659
Br  -1.6210  0.6616  -4.9051
H  -0.8658  2.8351  -2.7623
C  -4.0982  9.0779  3.2317
Br  -3.2923  -1.0395  -2.5080
C  0.9227  0.6053  -3.1074
C  -2.8392  -1.7399  5.5897
H  5.7604  -0.6966  -4.3337
C  -2.9053  -3.2851  7.2092
H  -0.2018  5.7748  -1.7311
O  9.9525  1.7282  -5.6526
C  0.1593  3.1530  -2.3272
C  4.7204  2.8129  -2.1661
H  -4.3378  -0.7454  4.4079
H  -3.4229  9.3948  4.0329
H  -0.1869  -0.0190  -0.3605
O  -3.0181  -1.9709  1.2461
H  -2.3966  5.4197  -0.8130
H  0.4613  -6.9754  3.3228
H  -1.3487  8.9905  2.5622
H  -2.5683  -0.8023  6.0875
C  -0.1219  3.6208  -0.8193

Calculated values
- max |F| (eV/Å) = 5.53
- energy relative to the best compared isomer or geometry (same formula, charge and spin) (eV) = 4.637
- spin multiplicity = 1
- molar mass (g/mol) = 973.4
- HOMO energy (eV) = -9.2

Entry 3:
A structure of composition C31H48CeN9O in a non-equilibrium geometry, computed with ωB97M-V/def2-TZVPD.

Element x y z (Å)
C  -1.8877  0.1205  0.7884
H  -6.7226  0.3634  4.1013
H  -4.1684  2.2750  4.0191
H  -0.2923  2.8162  -1.0621
C  0.9444  2.0778  4.2765
H  2.7925  3.2029  -3.7232
H  2.9238  1.4442  -4.4329
H  -3.3358  -2.1548  1.3911
H  2.8209  -1.9968  -2.7854
H  -3.9885  -2.9828  -3.5722
N  0.7124  2.7633  -1.0665
N  3.9153  -1.7307  0.2438
N  3.0440  1.1356  0.5938
C  -0.0406  0.8484  1.9575
H  -5.2309  -0.9702  -1.2971
N  -2.6960  0.4410  1.8483
H  -0.6941  2.8491  1.4105
H  4.5923  1.6320  -3.9319
C  3.7812  -0.3575  -3.5885
C  3.6353  1.1290  -3.6687
H  -5.7694  2.4713  3.3509
C  -2.2771  -0.9207  -1.5040
H  1.3936  4.5973  -1.9279
C  -1.8605  -2.9003  -3.4005
C  -4.7946  1.9871  3.1633
H  3.8088  -3.2174  1.7950
H  4.9435  2.2206  0.6109
H  -6.8598  -2.1160  3.8818
H  -4.3520  2.5109  2.2977
C  -4.7126  -0.7113  -2.2557
C  -5.9830  -0.1942  3.5025
H  2.6988  -4.0856  -0.2328
C  -4.9153  0.5023  2.9263
H  2.6216  1.4387  1.4637
C  -3.3608  -1.3477  -2.3239
C  3.9771  2.1566  0.0664
H  -4.6865  0.3838  -2.3369
C  -3.1597  -2.4418  -3.1698
H  1.0934  -1.8808  3.7711
H  4.5956  -0.6252  -2.8652
C  2.1422  -3.4435  0.4738
H  1.8277  0.1750  4.7572
H  4.8463  0.8480  -1.4065
N  1.1527  -2.6678  -0.2953
H  3.5232  3.1654  0.1282
H  4.0329  -2.2446  -0.6295
C  -0.9591  -1.2131  -1.8448
H  1.0214  3.1194  -0.1818
C  -0.8058  -2.2625  -2.7695
H  0.2913  -2.5646  0.2189
H  2.6638  -1.9081  1.9226
H  1.2636  2.4991  5.1948
H  5.0435  2.5529  -1.7552
H  0.0261  3.9148  3.5030
C  0.3901  -1.4416  3.0304
C  -0.0089  0.3119  -3.3372
H  3.4287  3.7653  -2.1685
H  0.8725  -3.1364  -1.1691
N  -2.6040  -0.2090  -0.3574
C  2.6956  3.0928  -2.6424
C  1.1765  0.7048  4.0292
C  -3.9268  -0.2042  2.2040
C  -5.1025  -2.2406  2.6441
C  -0.1771  2.2419  2.1738
H  -3.6176  -0.0180  -0.2196
H  -1.6748  -3.7384  -4.0532
H  -5.3182  -1.1120  -3.1045
H  4.8882  -1.5503  0.5602
C  -6.0628  -1.5786  3.3929
Ce  1.2407  0.1448  -1.1857
H  -5.1556  -3.3193  2.5129
H  -2.2377  0.9810  2.5773
H  2.0373  -1.3664  -3.9947
C  1.2743  3.5196  -2.2159
H  0.5876  3.4060  -3.0821
C  0.5356  0.0505  2.9789
H  0.6261  -1.8981  2.0750
H  -0.6109  -1.8108  3.2909
H  3.5917  0.3057  0.8348
C  4.3009  1.7882  -1.4066
H  1.7140  -4.1307  1.2412
N  -0.5872  0.2822  0.8094
O  -0.3006  0.4751  -4.4547
H  0.1838  -2.6269  -3.0526
H  4.1759  -0.7210  -4.5464
N  3.1312  1.6930  -2.3657
C  -4.0361  -1.5857  2.0303
C  3.1611  -2.5511  1.1882
C  0.2605  2.8612  3.3478
N  2.5724  -1.0885  -3.1961

Calculated values
- max |F| (eV/Å) = 5.20
- energy relative to the best compared isomer or geometry (same formula, charge and spin) (eV) = 0.133
- spin multiplicity = 1
- net charge = +3
- molar mass (g/mol) = 702.9
- HOMO energy (spin up / spin down) (eV) = -15.2 / -15.2